A cluster of 8 separate species, C70H153N2O6P3 in total in a non-equilibrium geometry. Source: the OMol25 dataset; level of theory: ωB97M-V with the def2-TZVPD basis set.

Geometry as XYZ:
```
234
Properties=species:S:1:pos:R:3:forces:R:3
C -4.153 1.558 -3.924 1.140 -0.992 -0.391
C -3.371 2.118 -2.716 1.080 0.721 -0.833
C -2.064 2.879 -3.153 -0.752 -1.110 -1.440
C -1.155 3.207 -1.985 0.003 0.472 -0.912
P 0.109 4.400 -2.440 1.443 -0.232 1.422
C -0.602 5.921 -3.163 -0.501 -0.862 -0.097
C -1.931 6.227 -2.508 -1.499 0.229 0.630
C -2.736 7.285 -3.300 -0.688 -0.890 2.178
C -4.073 7.548 -2.612 -0.960 -1.248 -0.812
C 1.306 3.604 -3.557 -1.220 1.161 -0.735
C 2.403 4.500 -4.063 1.430 1.505 -1.635
C 3.703 4.687 -3.279 1.254 0.473 -0.711
C 4.443 3.402 -2.954 -1.311 -1.279 1.318
C 1.061 4.966 -0.940 -0.581 -0.178 -1.364
C 2.014 3.921 -0.315 0.349 1.008 -0.937
C 3.065 4.568 0.631 -0.720 1.120 -0.835
C 2.308 5.594 1.508 0.246 -0.525 0.320
H -3.595 1.659 -4.892 -0.351 0.382 0.746
H -5.106 2.069 -4.018 -0.212 -0.356 -0.149
H -4.207 0.443 -3.832 -0.618 0.973 0.076
H -3.035 1.324 -2.055 -0.263 -0.036 0.101
H -4.009 2.827 -2.158 0.437 -0.408 -0.115
H -2.423 3.742 -3.746 0.466 -0.019 0.412
H -1.482 2.266 -3.916 -0.740 0.410 0.919
H -0.718 2.322 -1.549 0.477 -0.345 -0.053
H -1.682 3.639 -1.172 -0.689 0.618 0.926
H -0.824 5.879 -4.237 0.571 -0.377 0.077
H 0.119 6.700 -2.977 0.286 0.398 -0.077
H -1.843 6.514 -1.441 0.202 0.169 -0.511
H -2.598 5.360 -2.462 0.353 -0.213 -0.123
H -2.964 6.915 -4.286 0.538 0.325 -0.647
H -2.194 8.179 -3.160 0.828 1.279 -1.090
H -4.704 8.283 -3.132 0.149 -0.512 -0.109
H -3.990 7.908 -1.633 0.648 0.831 1.581
H -4.612 6.588 -2.436 -0.023 0.562 -0.619
H 0.675 3.431 -4.436 -0.044 -0.457 0.001
H 1.648 2.672 -3.181 0.240 -1.008 0.566
H 1.985 5.516 -4.353 0.422 -1.062 0.325
H 2.819 4.084 -5.013 -0.859 0.170 0.349
H 3.559 5.245 -2.370 -0.163 0.140 0.594
H 4.451 5.318 -3.857 -1.253 -0.483 0.286
H 4.803 2.739 -3.749 -0.168 0.555 -0.237
H 3.809 2.758 -2.296 0.245 0.119 -0.759
H 5.241 3.603 -2.276 1.006 0.352 0.163
H 0.337 5.328 -0.199 0.114 -0.089 -0.191
H 1.551 5.828 -1.405 0.376 0.101 0.413
H 2.484 3.267 -1.089 -0.447 0.465 0.765
H 1.358 3.376 0.321 -0.308 -0.985 0.384
H 3.889 5.069 0.056 -0.544 -0.638 0.560
H 3.397 3.727 1.192 0.872 -0.380 0.667
H 2.055 6.426 0.904 -0.130 1.066 -0.689
H 2.752 6.027 2.418 0.340 -0.643 -0.371
H 1.352 5.161 1.769 -0.243 -0.270 0.503
C 4.194 1.018 3.042 -1.176 0.423 1.407
C 4.216 -0.151 2.173 1.639 -2.586 -1.981
C 3.078 -1.144 2.328 -0.800 0.670 -0.361
C 2.969 -2.073 1.103 -0.091 0.025 -0.029
P 1.710 -3.372 1.192 -0.672 0.977 0.209
C 1.895 -4.459 -0.224 -0.727 -1.124 0.686
C 3.197 -5.289 -0.329 -1.085 -0.905 1.001
C 2.948 -6.647 -1.005 0.015 -0.738 0.317
C 4.288 -7.372 -1.205 -1.502 0.119 -0.990
C 2.149 -4.362 2.596 -1.481 -1.432 -0.483
C 1.551 -5.808 2.556 0.184 0.631 0.215
C 1.847 -6.551 3.830 -0.119 -0.387 1.021
C 3.232 -6.431 4.375 1.902 -0.210 0.803
C 0.031 -2.642 1.457 0.603 1.609 -1.595
C -1.310 -3.344 1.348 -0.380 -0.110 0.701
C -2.306 -2.706 2.326 -0.684 1.595 -1.418
C -2.111 -3.031 3.749 0.992 -2.929 0.311
H 3.452 1.717 2.696 -0.443 0.427 0.035
H 5.124 1.509 3.073 1.251 0.689 -0.044
H 3.942 0.757 4.082 0.017 0.034 -0.241
H 5.125 -0.779 2.327 -0.123 0.564 0.063
H 4.302 0.115 1.093 -0.242 0.126 0.638
H 2.189 -0.516 2.443 -0.437 -0.320 -0.139
H 3.184 -1.700 3.259 0.062 -0.158 0.054
H 3.898 -2.646 0.984 0.040 0.033 0.067
H 2.848 -1.548 0.140 -0.136 0.001 0.394
H 1.707 -3.882 -1.083 -0.287 0.887 -1.287
H 1.013 -5.140 -0.080 0.717 0.266 -0.310
H 3.479 -5.523 0.706 0.544 0.083 -0.359
H 4.036 -4.829 -0.832 -0.022 0.650 -0.035
H 2.464 -6.510 -1.989 0.032 -0.049 0.367
H 2.303 -7.321 -0.387 0.126 0.800 -0.388
H 4.864 -7.428 -0.319 0.644 -0.006 0.872
H 4.780 -6.830 -1.975 1.085 0.587 -0.488
H 4.161 -8.357 -1.632 -0.178 -0.413 0.177
H 1.841 -3.938 3.521 -0.094 0.802 0.738
H 3.202 -4.352 2.513 1.402 -0.355 0.453
H 2.010 -6.354 1.724 -0.545 0.022 0.021
H 0.449 -5.773 2.515 0.419 0.071 -0.688
H 1.548 -7.599 3.740 0.197 -0.012 -0.233
H 1.264 -6.211 4.672 -0.926 0.500 -0.003
H 3.551 -5.389 4.627 -0.405 -0.645 -0.435
H 3.996 -6.858 3.690 -0.277 0.203 0.468
H 3.298 -6.953 5.366 0.042 0.177 -0.989
H -0.001 -1.718 0.769 0.100 -1.302 0.715
H -0.003 -2.202 2.436 0.971 0.256 0.774
H -1.293 -4.390 1.666 0.230 -0.232 -0.597
H -1.703 -3.143 0.368 -0.148 -0.627 -0.635
H -3.322 -2.925 1.946 0.378 -0.079 0.418
H -2.239 -1.593 2.275 0.056 -0.431 -0.452
H -2.704 -2.470 4.400 -1.031 0.863 1.051
H -1.078 -2.920 4.044 0.520 0.469 0.174
H -2.265 -4.121 3.961 -0.299 0.737 -0.154
C -4.507 2.576 0.320 1.821 -0.489 -0.326
C -4.788 2.381 1.778 -0.276 -0.603 0.330
C -3.551 2.554 2.687 -0.266 -0.665 -1.257
C -4.005 2.343 4.101 0.281 1.339 -0.109
P -2.746 2.165 5.322 0.299 0.256 1.920
C -1.629 3.525 5.362 -0.718 1.323 -0.303
C -2.433 4.891 5.326 1.535 -0.477 0.717
C -1.506 6.129 5.454 0.072 0.284 -0.026
C -0.143 6.048 4.718 -0.753 -1.232 0.619
C -3.710 2.303 6.893 -0.988 -0.751 -1.405
C -3.101 1.967 8.228 -0.818 0.534 0.293
C -4.096 2.157 9.409 -0.014 1.595 -1.607
C -5.369 1.359 9.321 0.272 -1.399 -0.350
C -1.897 0.619 4.987 0.793 0.180 -1.721
C -0.373 0.462 5.192 -0.097 -0.738 -0.086
C -0.046 0.118 6.628 2.562 3.649 0.579
C 1.512 0.064 6.801 -0.263 -0.131 2.341
H -4.283 3.641 0.132 0.121 -0.431 -0.112
H -5.350 2.285 -0.301 0.012 -0.103 -0.091
H -3.591 1.928 0.067 -1.365 1.214 0.014
H -5.211 1.373 1.946 0.332 0.119 -0.070
H -5.619 3.027 2.032 -0.038 0.484 0.541
H -3.113 3.538 2.573 0.212 0.156 -0.177
H -2.779 1.815 2.338 -0.606 0.636 0.447
H -4.631 1.505 4.171 -0.869 -1.512 0.164
H -4.644 3.182 4.384 0.048 0.111 0.201
H -0.932 3.411 4.558 0.381 0.178 -1.191
H -0.961 3.436 6.194 0.099 -0.076 1.060
H -3.109 4.937 6.203 0.003 -0.052 -0.793
H -2.954 4.900 4.373 -0.312 0.233 0.057
H -1.280 6.318 6.512 -0.091 -0.273 -0.044
H -2.113 7.006 5.175 0.332 -0.233 -0.230
H -0.245 5.730 3.684 -0.109 0.130 -0.231
H 0.424 5.216 5.206 -0.020 0.916 -0.379
H 0.383 6.994 4.771 0.195 0.014 0.096
H -4.567 1.626 6.678 0.192 0.444 0.292
H -4.086 3.335 6.814 -0.034 -0.331 0.238
H -2.251 2.620 8.355 0.550 -0.088 0.378
H -2.831 0.942 8.169 0.793 -1.034 0.215
H -4.388 3.208 9.319 -0.005 0.190 0.279
H -3.588 2.107 10.351 0.305 -0.507 0.506
H -5.861 1.286 10.266 -0.469 0.378 0.691
H -5.147 0.301 9.109 -0.013 0.169 -0.264
H -6.089 1.712 8.577 0.221 0.063 0.095
H -2.125 0.455 3.914 0.149 0.205 0.265
H -2.441 -0.158 5.452 -0.593 -1.006 0.900
H 0.216 1.266 4.740 -0.297 0.277 0.284
H -0.005 -0.437 4.640 -0.639 0.448 -0.087
H -0.502 -0.774 6.863 -0.886 -2.147 0.795
H -0.370 0.895 7.349 -0.398 -0.320 -0.380
H 1.870 -0.389 7.806 -0.835 0.377 -1.726
H 2.078 1.013 6.762 -0.869 -0.080 -0.229
H 1.826 -0.513 5.983 1.075 -1.096 -0.937
C 3.270 1.499 -6.533 -0.283 -1.099 1.542
C 4.250 0.407 -6.069 -0.738 -0.719 0.558
C 3.387 -0.688 -5.449 0.775 -0.174 1.245
N 4.115 -1.948 -4.935 -1.207 -0.408 -0.164
C 5.020 -1.667 -3.803 0.832 0.922 -0.917
C 3.038 -3.079 -4.612 -0.573 2.273 -1.732
C 3.819 -4.366 -4.638 0.197 0.030 -0.176
C 5.080 -4.103 -5.504 0.160 1.080 1.276
C 4.858 -2.636 -6.007 1.534 -0.764 -0.830
H 2.892 2.086 -5.668 0.266 -0.347 -0.621
H 2.442 0.984 -6.997 -0.556 -0.003 -0.103
H 3.665 2.109 -7.283 0.835 1.205 -0.906
H 4.973 0.746 -5.330 0.106 0.271 -0.195
H 4.738 -0.086 -6.888 0.626 0.354 -0.663
H 2.709 -1.082 -6.154 -0.760 -0.330 -1.075
H 2.808 -0.274 -4.634 0.027 -0.156 0.543
H 5.674 -0.878 -4.225 -0.083 -0.370 0.665
H 5.646 -2.549 -3.658 -0.310 0.193 0.523
H 4.469 -1.268 -2.959 -0.149 -0.252 0.203
H 2.465 -2.732 -3.734 0.509 -0.461 0.017
H 2.367 -2.925 -5.528 0.802 -0.745 1.206
H 4.055 -4.692 -3.636 0.230 -0.060 0.329
H 3.259 -5.162 -5.096 -0.520 -0.265 -0.085
H 5.987 -4.228 -4.846 -0.742 0.379 -0.974
H 5.162 -4.806 -6.305 0.099 -0.253 -0.583
H 5.778 -2.156 -6.392 -0.133 0.104 1.152
H 4.273 -2.560 -6.905 -0.853 -0.543 -0.283
C -3.578 -6.559 -1.432 0.910 0.647 1.261
C -2.468 -5.968 -2.291 0.803 0.625 -0.726
C -3.048 -5.054 -3.396 -0.672 0.543 -0.402
N -2.071 -4.453 -4.378 1.895 -0.303 -0.330
C -1.489 -5.611 -5.144 0.836 -0.255 0.089
C -1.046 -3.508 -3.731 -1.671 0.956 -0.599
C -0.715 -2.412 -4.802 0.072 -0.915 0.368
C -1.550 -2.720 -6.035 -0.572 -1.545 1.001
C -2.701 -3.485 -5.365 -0.693 -0.844 0.222
H -4.234 -5.815 -0.993 -0.037 0.410 -0.086
H -3.084 -7.028 -0.568 -0.337 -0.227 -0.305
H -4.208 -7.261 -1.927 -0.256 -0.651 -0.552
H -1.981 -6.800 -2.830 -0.008 0.201 0.461
H -1.666 -5.457 -1.676 -1.057 -0.350 -0.598
H -3.607 -4.145 -3.036 0.196 -1.217 -0.064
H -3.622 -5.740 -4.076 -0.284 0.922 0.896
H -2.316 -6.145 -5.598 -0.118 -0.048 -0.112
H -0.921 -6.340 -4.526 -0.491 0.825 -0.047
H -0.810 -5.298 -5.936 -0.153 0.297 0.153
H -0.233 -4.056 -3.348 1.058 -0.674 0.367
H -1.633 -3.025 -2.916 0.677 -0.345 -0.183
H 0.333 -2.382 -5.011 0.672 0.019 -0.153
H -0.987 -1.476 -4.388 -0.321 0.921 0.451
H -0.990 -3.365 -6.709 -0.099 -0.065 -0.221
H -1.956 -1.916 -6.614 -0.012 0.733 -0.047
H -3.312 -4.127 -5.976 -0.370 0.105 -0.677
H -3.327 -2.853 -4.725 0.220 0.197 -0.383
C -4.117 -0.654 -1.094 -1.009 0.409 1.075
C -3.228 -1.523 -1.967 0.089 -0.357 2.531
O -3.531 -1.649 -3.137 -0.506 -0.063 -2.549
O -2.284 -2.144 -1.388 -0.224 0.357 0.243
H -4.952 -0.090 -1.544 0.801 -0.130 -0.389
H -3.584 -0.036 -0.388 0.765 0.662 -0.336
H -4.631 -1.199 -0.313 -0.235 -1.216 -0.097
C -0.272 1.243 1.419 -0.352 0.005 -1.169
C -0.202 2.677 2.010 1.342 -1.322 1.743
O -0.814 3.579 1.425 0.012 0.548 -0.158
O 0.488 2.714 3.102 -1.152 0.550 -1.619
H -1.220 1.121 0.876 -0.044 0.053 0.102
H -0.280 0.519 2.248 0.552 0.017 -0.473
H 0.486 1.055 0.589 -0.392 0.159 1.525
C 0.244 -0.310 -2.094 0.432 -0.094 1.066
C 1.731 -0.685 -2.171 0.187 0.054 -1.497
O 1.955 -1.935 -2.114 0.265 0.228 0.589
O 2.606 0.190 -2.459 -0.949 -0.579 0.625
H -0.386 -1.208 -2.020 0.188 0.453 -0.264
H -0.022 0.348 -2.912 -0.139 0.076 -0.287
H 0.074 0.247 -1.161 -0.011 -0.015 -0.237
```
Positions in Å, forces in eV/Å.

For the HOMO energy, the calculation gives -11.540 eV. The net charge is +2.

Atomic partial charges in e from the Mulliken method, atoms 1 to 6: number 1, C, carries -1.311; number 2, C, carries 1.121; number 3, C, carries -1.468; number 4, C, carries 0.824; number 5, P, carries 0.249; number 6, C, carries -1.116